(1)
Molecular formula: C16H27NO3S
Method: DFT, the ωB97M-V functional and the def2-TZVPD basis

CARTESIAN COORDINATES (ANGSTROEM)
C 1.29220 2.40559 -4.99012
C 1.56140 1.15806 -4.25878
O 2.33747 1.64688 -3.09129
C 2.51224 0.57179 -2.18680
O 2.61651 -0.60454 -2.53458
O 2.42586 0.99559 -0.85249
C 2.11974 -0.16168 -0.14676
S 3.40824 -1.14951 0.14270
N 0.79687 -0.29391 0.39339
C 0.55505 -1.26777 1.57633
C -0.24539 -0.93292 2.90916
C -0.27387 -2.15966 3.80623
C -0.43145 -3.53673 3.15253
C 0.30631 -3.72520 1.90786
C 0.10208 -2.63292 0.91226
C -0.24005 0.63424 -0.03553
C -0.10470 1.93470 0.77010
C -0.98489 3.04790 0.19358
C -2.44492 2.46028 0.09856
C -2.54487 1.26157 -0.77915
C -1.71272 0.08249 -0.19252
H 0.69761 3.01588 -4.36329
H 0.74855 2.17970 -5.91048
H 2.16383 2.91141 -5.48006
H 0.53914 0.78891 -4.00784
H 2.12261 0.47196 -4.81443
H 1.60922 -1.39612 1.91179
H 0.02781 -0.16231 3.58364
H -1.26593 -0.57651 2.61051
H -1.15757 -1.92758 4.43061
H 0.70733 -2.23026 4.39154
H -0.16143 -4.36472 3.86923
H -1.49813 -3.63960 2.92129
H -0.08468 -4.67689 1.55280
H 1.40865 -3.74166 2.08616
H -0.85515 -2.56575 0.61571
H 0.79964 -3.05128 0.10101
H -0.11902 0.95046 -1.00438
H -0.29721 1.77582 1.85314
H 1.04041 2.27922 0.66595
H -0.63185 3.27319 -0.82989
H -1.13004 3.96094 0.84912
H -3.11342 3.28880 -0.21054
H -2.76879 2.03182 1.05749
H -3.67472 1.03299 -0.84577
H -2.19437 1.50610 -1.80284
H -1.71549 -0.83119 -0.80186
H -2.24808 -0.03755 0.77674

Cartesian forces, eV/Å:
0.80 0.47 -2.79
-0.50 1.52 0.99
-0.41 -2.93 2.05
-0.34 -0.91 -2.13
-0.46 3.57 0.50
-1.37 -0.69 -2.47
-0.83 -1.35 3.50
-0.77 -0.02 0.59
1.73 0.31 -0.39
2.11 -0.28 -1.18
-1.40 -0.28 -2.87
0.74 -0.61 0.81
-1.33 0.14 2.07
1.03 -0.60 0.03
4.50 -0.06 0.91
-1.23 -0.07 2.17
2.22 1.34 0.41
-1.83 -0.59 0.79
0.74 1.03 0.25
-1.16 -0.87 -1.69
-0.20 1.23 1.10
-0.38 1.14 0.34
-0.62 -0.21 0.22
-0.32 -0.20 1.27
1.07 -0.35 0.54
0.77 -1.23 -0.51
-0.63 -0.28 -0.18
1.31 1.19 -0.08
0.43 -0.81 0.24
0.79 -0.58 0.47
-1.40 0.54 -0.42
-0.41 0.93 -0.44
-0.07 -0.25 0.04
0.68 -0.25 -0.60
-0.65 -0.51 -0.03
-3.47 0.21 -1.34
-1.05 1.82 0.45
1.26 0.42 -2.64
0.04 0.04 -0.60
-2.47 -0.86 0.41
-0.19 0.35 0.50
0.96 -0.90 -0.86
0.08 -0.65 0.18
0.08 0.89 0.37
1.77 -0.18 -0.10
-0.24 -0.17 0.26
-0.13 0.30 0.24
0.76 -0.73 -0.37

For the LUMO energy, the calculation gives 0.65 eV. Its HOMO energy is -0.3043 hartree. The value obtained for the gap between HOMO and LUMO is 8.9309 eV. For the energy relative to the best compared isomer or geometry (same formula, charge and spin), the calculation gives 295.1 kJ/mol.

---

(2)
Molecular formula: C5H8O2
Method: DFT, the ωB97M-V functional and the def2-TZVPD basis

CARTESIAN COORDINATES (ANGSTROEM)
C -0.38890 -0.15049 -1.50098
C -0.74408 -0.18792 -0.07219
C 1.32603 1.07869 -2.43596
C 0.00837 -0.35100 0.95118
C -0.38114 -0.22400 2.36904
O 0.13023 1.10993 -1.93292
O 1.36037 -0.60198 0.79757
H 0.29021 -0.97064 -1.99075
H -1.32281 -0.27480 -2.22120
H -1.75213 -0.10696 0.33628
H 1.49155 2.17978 -2.63982
H -1.15082 0.44691 2.57100
H 0.42883 0.18984 2.92853
H -0.84911 -1.08331 2.81258
H 1.55338 -1.05405 0.02763

Cartesian forces, eV/Å:
-1.79 -2.40 -3.60
-3.01 0.22 -1.14
-0.18 0.90 0.09
3.68 -0.65 1.16
0.17 -0.28 0.18
0.88 0.33 0.27
-0.68 1.40 3.44
-0.68 1.38 1.57
1.41 0.23 1.91
-0.36 0.39 -1.24
0.09 -0.55 -0.09
-1.46 1.72 -0.51
0.80 -0.38 0.54
0.70 -1.10 0.18
0.43 -1.22 -2.76

For the LUMO energy, the calculation gives 0.82 eV. Its HOMO energy is -0.3217 hartree. The value obtained for the gap between HOMO and LUMO is 9.5733 eV. For the energy relative to the best compared isomer or geometry (same formula, charge and spin), the calculation gives 464.6 kJ/mol.

---

(3)
Molecular formula: C2H9NO4
Method: DFT, the ωB97M-V functional and the def2-TZVPD basis

CARTESIAN COORDINATES (ANGSTROEM)
N -0.39305 -2.04104 0.84913
C -0.29516 -0.77756 1.52818
C 0.25642 0.34136 0.67316
O 0.29841 0.29950 -0.55282
O 0.71898 1.33899 1.39003
H -1.33113 -2.24807 0.53651
H 0.21749 -2.09347 0.04143
H 0.37899 -0.84853 2.37996
H -1.25286 -0.43839 1.91430
H 0.99703 2.14449 0.90070
O -1.31432 -1.48875 -2.16446
H -0.72996 -0.89691 -1.66351
H -1.77546 -0.92235 -2.79672
O 1.24507 2.84799 -0.85270
H 0.80574 2.00977 -1.09593
H 2.17380 2.77298 -1.08727

Cartesian forces, eV/Å:
-0.21 -0.30 -0.05
0.53 0.04 -0.20
0.02 -0.05 -0.90
-0.12 0.10 0.54
-0.08 0.35 0.96
0.07 0.10 -0.12
-0.08 0.00 0.14
0.02 0.03 0.22
-0.16 -0.02 0.06
-0.08 -0.41 -0.67
-0.11 0.12 -0.11
-0.11 0.04 -0.07
0.16 -0.15 0.17
-0.23 0.23 0.27
0.41 0.04 -0.11
-0.03 -0.14 -0.15

For the LUMO energy, the calculation gives 0.52 eV. Its HOMO energy is -0.3560 hartree. The value obtained for the gap between HOMO and LUMO is 10.2038 eV. For the energy relative to the best compared isomer or geometry (same formula, charge and spin), the calculation gives 0.0 kJ/mol.